(1)
The following is a quantum chemistry calculation of a 2-piece molecular cluster, C10H16O overall at a distorted geometry, from the Open Molecules 2025 dataset.

Geometry (Å):
1 C -1.044 -2.940 -1.338
2 C -0.395 -1.639 -1.818
3 C -1.006 -0.314 -1.442
4 C -2.338 -0.154 -1.081
5 C -2.763 1.083 -0.543
6 C -1.858 2.130 -0.350
7 C -0.531 1.884 -0.759
8 C -0.085 0.750 -1.414
9 H -1.479 -2.910 -0.343
10 H -0.305 -3.771 -1.284
11 H -1.846 -3.218 -2.029
12 H 0.692 -1.714 -1.621
13 H -0.301 -1.456 -2.927
14 H -3.075 -0.961 -1.095
15 H -3.874 0.910 -0.353
16 H -1.974 2.876 0.413
17 H 0.037 2.819 -0.719
18 H 0.970 0.543 -1.490
19 C 1.911 1.276 2.866
20 C 2.620 0.606 1.695
21 O 2.738 -0.809 1.419
22 H 2.437 2.193 3.144
23 H 1.875 0.750 3.845
24 H 0.917 1.427 2.463
25 H 2.143 1.184 0.831
26 H 3.724 0.691 1.646
27 H 2.810 -1.236 2.284

Summary:
- Orbital gap: 9.66 eV
- SMILES: CCc1ccccc1.CCO
- Energy relative to the best compared isomer or geometry (same formula, charge and spin): 72.3 kcal/mol
- Molecular weight: 152.237 g/mol

=====

(2)
The following is a quantum chemistry calculation of the molecule C17H20ClNO3, from the Open Molecules 2025 dataset.

Geometry (Å):
1 C -5.772 -0.090 -0.725
2 C -4.459 -0.667 -0.311
3 C -4.281 -2.003 -0.193
4 C -3.024 -2.593 0.207
5 O -2.803 -3.774 0.323
6 O -1.995 -1.725 0.478
7 C -2.132 -0.384 0.365
8 C -1.009 0.393 0.662
9 C 0.263 -0.265 1.144
10 N 1.447 0.412 0.628
11 C 1.580 0.204 -0.816
12 C 3.001 0.495 -1.275
13 C 3.978 -0.547 -0.709
14 C 5.392 0.026 -0.646
15 C 3.495 -1.004 0.679
16 C 2.682 0.100 1.349
17 C -1.089 1.783 0.557
18 O -0.045 2.576 0.813
19 C -2.309 2.367 0.168
20 Cl -2.391 4.085 0.053
21 C -3.412 1.600 -0.114
22 C -3.347 0.205 -0.026
23 H -6.155 0.570 0.051
24 H -5.657 0.492 -1.638
25 H -6.496 -0.880 -0.902
26 H -5.076 -2.703 -0.394
27 H 0.237 -1.329 0.868
28 H 0.283 -0.205 2.239
29 H 0.873 0.869 -1.322
30 H 1.316 -0.830 -1.090
31 H 3.037 0.487 -2.365
32 H 3.283 1.495 -0.943
33 H 3.991 -1.415 -1.375
34 H 5.440 0.853 0.059
35 H 6.101 -0.736 -0.331
36 H 5.695 0.392 -1.624
37 H 2.869 -1.895 0.588
38 H 4.347 -1.265 1.308
39 H 3.285 1.014 1.398
40 H 2.432 -0.183 2.374
41 H 0.755 1.991 0.895
42 H -4.327 2.085 -0.406

Summary:
- Orbital gap: 8.47 eV
- SMILES: Cc1cc(=O)oc2c(CN3CCC(C)CC3)c(O)c(Cl)cc12
- Energy relative to the best compared isomer or geometry (same formula, charge and spin): 29.1 kcal/mol
- Molecular weight: 321.804 g/mol

=====

(3)
The following is a quantum chemistry calculation of C4H22NO8 as an isolated structure at a distorted geometry, from the Open Molecules 2025 dataset.

Geometry (Å):
1 C 1.994 1.229 -0.524
2 N 1.040 0.119 -0.628
3 C 0.221 -0.214 0.538
4 C 0.622 0.346 1.917
5 O 2.070 0.346 2.067
6 C -1.278 0.024 0.307
7 O -1.535 1.110 -0.544
8 H 2.886 1.101 0.050
9 H 2.580 1.342 -1.439
10 H 1.542 2.213 -0.093
11 H 0.457 0.266 -1.370
12 H 0.320 -1.411 0.684
13 H 0.565 1.480 1.764
14 H 0.146 -0.033 2.776
15 H 2.623 -0.514 1.740
16 H -1.822 -0.903 -0.073
17 H -1.815 0.278 1.328
18 H -2.057 0.684 -1.553
19 H -3.671 0.165 -2.352
20 O -2.777 0.054 -2.367
21 H 0.262 -2.316 -1.172
22 H -0.296 -3.519 -1.699
23 O 0.379 -3.204 -1.044
24 H -0.088 1.883 3.067
25 H -0.802 3.199 2.870
26 O -0.530 2.528 3.586
27 H -1.302 2.586 0.225
28 H -2.076 3.731 0.486
29 O -1.397 3.190 0.976
30 H 2.339 -3.751 -0.503
31 H 2.750 -2.496 -0.967
32 O 3.240 -3.208 -0.452
33 H -1.993 -1.189 -2.647
34 H -1.638 -1.955 -3.838
35 O -1.392 -2.064 -3.011

Summary:
- Spin multiplicity: 2
- Orbital gap (spin up / spin down): 9.97 / 4.93 eV
- Energy relative to the best compared isomer or geometry (same formula, charge and spin): 69.7 kcal/mol
- Molecular weight: 212.219 g/mol

=====

(4)
The following is a quantum chemistry calculation of C32H25Br2F5N5OSTi as an isolated structure at a distorted geometry, from the Open Molecules 2025 dataset.

Geometry (Å):
1 Ti -1.196 -1.120 -2.373
2 F 5.266 -3.191 -4.212
3 C 4.001 -3.265 -3.817
4 C 3.212 -2.128 -3.787
5 F 3.704 -0.945 -4.147
6 C 1.903 -2.250 -3.370
7 F 1.136 -1.125 -3.318
8 C 1.321 -3.433 -2.965
9 S -0.340 -3.515 -2.431
10 C 2.142 -4.557 -3.003
11 F 1.662 -5.739 -2.623
12 C 3.459 -4.481 -3.423
13 F 4.216 -5.571 -3.443
14 Br 3.875 0.979 3.014
15 C 2.460 0.199 2.042
16 C 1.164 0.300 2.517
17 C 0.127 -0.265 1.791
18 C 0.393 -0.924 0.597
19 C 1.696 -1.032 0.128
20 C 2.736 -0.472 0.855
21 N -0.692 -1.433 -0.187
22 C -1.517 -2.210 0.397
23 C -2.636 -2.787 -0.329
24 C -3.581 -3.562 0.318
25 C -4.616 -4.109 -0.425
26 C -4.659 -3.853 -1.783
27 C -3.691 -3.041 -2.357
28 N -2.705 -2.501 -1.643
29 H 0.956 0.833 3.437
30 H -0.892 -0.158 2.144
31 H 1.902 -1.571 -0.788
32 H 3.755 -0.555 0.502
33 H -1.379 -2.494 1.439
34 H -3.492 -3.744 1.381
35 H -5.368 -4.726 0.046
36 H -5.436 -4.268 -2.410
37 H -3.701 -2.809 -3.412
38 C -2.889 0.042 -1.805
39 H -3.181 -0.133 -0.768
40 H -3.714 -0.248 -2.453
41 H -2.679 1.097 -1.953
42 Br -1.797 -1.170 -4.690
43 C -0.959 1.716 6.293
44 C -0.386 2.480 5.130
45 C -1.140 2.740 3.990
46 C -0.622 3.478 2.933
47 C 0.696 3.926 2.976
48 N 1.259 4.688 1.923
49 C 1.288 4.410 0.580
50 O 1.819 5.151 -0.218
51 N 0.640 3.239 0.216
52 C 0.551 2.721 -1.066
53 C 1.067 3.308 -2.222
54 C 0.887 2.646 -3.424
55 C 0.239 1.430 -3.467
56 N -0.266 0.866 -2.357
57 C -0.140 1.524 -1.203
58 C 1.458 3.676 4.113
59 C 0.915 2.978 5.178
60 H -1.973 1.378 6.085
61 H -0.990 2.339 7.188
62 H -0.349 0.842 6.530
63 H -2.169 2.402 3.942
64 H -1.248 3.732 2.087
65 H 1.847 5.471 2.165
66 H 0.321 2.640 0.962
67 H 1.590 4.249 -2.166
68 H 1.264 3.075 -4.341
69 H 0.110 0.887 -4.390
70 H -0.636 1.105 -0.343
71 H 2.480 4.035 4.159
72 H 1.521 2.805 6.059

Summary:
- Orbital gap: 6.38 eV
- Charge: +1
- Energy relative to the best compared isomer or geometry (same formula, charge and spin): 14.0 kcal/mol
- Molecular weight: 830.318 g/mol

=====

(5)
The following is a quantum chemistry calculation of C12H37N6O3P2Rb as an isolated structure at a distorted geometry, from the Open Molecules 2025 dataset.

Geometry (Å):
1 Rb -0.553 -1.688 -4.720
2 O -0.191 0.212 -9.113
3 H 0.131 0.361 -10.023
4 O 4.101 -0.995 -1.246
5 P 5.269 -0.938 -0.248
6 N 4.977 -1.582 1.281
7 C 4.041 -0.907 2.228
8 C 5.081 -3.042 1.626
9 N 5.809 0.653 0.079
10 C 6.933 0.897 0.968
11 C 5.748 1.657 -0.990
12 N 6.720 -1.655 -0.812
13 C 6.984 -1.825 -2.277
14 C 7.852 -2.087 0.046
15 H 3.113 -1.467 2.105
16 H 3.910 0.135 1.937
17 H 4.421 -0.990 3.246
18 H 4.138 -3.501 1.328
19 H 5.120 -3.088 2.714
20 H 5.856 -3.578 1.079
21 H 6.732 0.393 1.913
22 H 7.913 0.740 0.519
23 H 6.860 1.885 1.422
24 H 5.954 2.646 -0.581
25 H 6.516 1.622 -1.763
26 H 4.761 1.564 -1.443
27 H 7.917 -2.362 -2.450
28 H 6.075 -2.207 -2.742
29 H 7.091 -0.800 -2.630
30 H 8.716 -1.428 -0.042
31 H 8.066 -3.155 0.022
32 H 7.556 -1.926 1.083
33 O -3.934 0.421 -0.482
34 P -5.152 0.659 0.304
35 N -5.896 2.141 -0.183
36 C -6.209 2.260 -1.578
37 C -6.537 3.042 0.684
38 N -4.964 0.829 1.949
39 C -5.333 -0.118 2.940
40 C -4.048 1.880 2.478
41 N -6.426 -0.476 0.082
42 C -6.456 -1.246 -1.192
43 C -7.779 -0.191 0.652
44 H -5.489 1.773 -2.236
45 H -6.412 3.304 -1.817
46 H -7.031 1.587 -1.821
47 H -6.066 4.024 0.735
48 H -6.740 2.665 1.686
49 H -7.562 3.154 0.331
50 H -4.847 -0.015 3.910
51 H -6.414 0.021 2.958
52 H -5.125 -1.117 2.556
53 H -3.015 1.727 2.166
54 H -4.388 2.842 2.096
55 H -4.003 1.977 3.563
56 H -5.504 -1.686 -1.486
57 H -7.210 -2.032 -1.227
58 H -6.712 -0.628 -2.053
59 H -7.706 0.625 1.371
60 H -8.150 -1.054 1.205
61 H -8.509 0.089 -0.108

Summary:
- Orbital gap: 3.26 eV
- Energy relative to the best compared isomer or geometry (same formula, charge and spin): 123.0 kcal/mol
- Molecular weight: 460.883 g/mol

=====

(6)
The following is a quantum chemistry calculation of C6H9N as an isolated structure at a distorted geometry, from the Open Molecules 2025 dataset.

Geometry (Å):
1 C 1.636 1.387 -0.411
2 C 0.510 1.208 0.638
3 C -0.419 0.064 0.246
4 C 0.264 -1.322 0.136
5 N 0.902 -1.715 -0.949
6 C -1.683 0.162 -0.490
7 C -1.794 -0.030 0.822
8 H 2.434 2.046 -0.078
9 H 1.195 1.771 -1.336
10 H 2.022 0.410 -0.679
11 H -0.016 2.140 0.810
12 H 0.964 0.907 1.588
13 H 0.486 -1.765 1.131
14 H -0.373 -1.978 -0.652
15 H -2.009 -0.311 -1.406
16 H -2.211 -0.810 1.443

Summary:
- Orbital gap: 8.52 eV
- Energy relative to the best compared isomer or geometry (same formula, charge and spin): 172.6 kcal/mol
- Molecular weight: 95.145 g/mol

=====

Question: Which of these has the lowest energy relative to the best compared isomer or geometry (same formula, charge and spin)?
Answer: C32H25Br2F5N5OSTi

=====

Question: What is the molecular weight in the fourth record?
Answer: 830.318 g/mol

=====

Question: The lowest molecular weight belongs to which entry?
Answer: C6H9N